12 unconnected molecules or ions with the total composition C28H75Cl9F3O35P8S, computed with ωB97M-V/def2-TZVPD.

Structure (XYZ):
```
159
Properties=species:S:1:pos:R:3:mulliken_charge:R:1
C -0.1740 -0.6186 1.3634 -0.33
F -1.1484 -1.3683 0.8441 0.07
F -0.2985 -0.6862 2.6835 -0.15
F 0.9998 -1.1396 1.0042 -0.01
S -0.3276 1.1666 0.7896 1.08
O -0.2848 1.1681 -0.6698 -0.60
O -1.5955 1.6404 1.3245 -0.23
O 0.8400 1.8115 1.3901 -0.49
C -4.4540 -1.4384 -0.3621 -0.59
O -5.7746 -1.8213 0.0899 -0.25
P -6.0800 -2.0571 1.6327 1.24
O -6.2031 -0.8477 2.4391 -0.76
O -7.3572 -3.0210 1.6143 -0.43
C -7.5431 -4.0509 0.6382 -0.65
O -4.8950 -3.0225 2.1199 -0.20
C -4.8941 -3.4514 3.4868 -0.27
H -4.6533 -0.6774 -1.1135 0.31
H -3.8568 -2.2603 -0.7598 0.39
H -3.8872 -1.0780 0.4994 -0.09
H -7.1018 -3.7218 -0.2992 0.29
H -8.6260 -4.1302 0.5255 0.24
H -7.2215 -5.0416 0.9572 0.26
H -5.6841 -2.9431 4.0400 0.44
H -3.9136 -3.2424 3.9063 -0.40
H -5.0695 -4.5254 3.5639 0.29
C -4.4799 2.2728 0.5496 0.18
O -5.8716 2.0036 0.4552 -0.19
P -6.6132 2.3814 -0.8951 1.28
O -6.0181 1.7577 -2.0986 -0.63
O -6.6955 4.0013 -0.9509 -0.37
C -6.8445 4.5747 -2.2360 -0.71
O -8.0860 1.9460 -0.5456 -0.50
C -8.2685 0.6121 -0.1378 -0.55
H -3.9391 1.3912 0.8959 -0.24
H -4.1540 3.0535 1.2368 0.15
H -4.0226 2.4928 -0.4189 -0.05
H -6.0454 5.2864 -2.4639 0.21
H -7.7831 5.1199 -2.3509 0.27
H -6.7655 3.8315 -3.0329 0.31
H -8.2433 0.5144 0.9529 0.31
H -7.4709 -0.0758 -0.4330 0.09
H -9.2049 0.1569 -0.4595 0.36
C 4.2228 1.3417 1.8193 -0.56
O 5.4924 0.8191 1.4364 0.27
P 6.6495 0.6682 2.5392 0.65
O 6.9531 1.9164 3.2494 -0.75
O 7.8306 0.0655 1.6381 -0.27
C 9.0577 -0.2285 2.2724 -0.82
O 6.1686 -0.5777 3.4323 -0.37
C 6.0612 -1.8348 2.7619 -0.54
H 4.0995 1.5432 2.8849 0.61
H 3.4862 0.5549 1.6302 0.03
H 3.9596 2.2084 1.2185 0.15
H 9.5893 -0.9952 1.7175 0.26
H 8.9525 -0.4825 3.3320 0.35
H 9.7112 0.6490 2.3363 0.27
H 6.9283 -2.4486 3.0172 0.31
H 6.0054 -1.7812 1.6757 0.16
H 5.1831 -2.3763 3.1141 0.29
C 4.1430 0.0839 -1.8107 -0.24
O 4.8662 -1.0175 -2.3186 -0.38
P 5.1170 -2.3605 -1.4566 0.81
O 6.3455 -2.3157 -0.6637 -0.74
O 3.8363 -2.5041 -0.5294 -0.36
C 2.5788 -3.0071 -0.9553 0.29
O 5.0465 -3.5172 -2.5488 -0.22
C 6.1763 -3.6639 -3.4291 -0.86
H 3.2717 -0.2114 -1.2184 -0.02
H 3.7058 0.7083 -2.5924 0.09
H 4.7879 0.7307 -1.2125 0.62
H 1.7537 -2.2977 -0.9365 -0.28
H 2.3188 -3.8588 -0.3271 0.25
H 2.6097 -3.3704 -1.9855 0.17
H 6.5676 -2.6886 -3.7221 0.37
H 5.8250 -4.2056 -4.3027 0.20
H 6.9461 -4.2044 -2.8798 0.27
C 3.7337 -0.9920 -5.8265 -0.51
O 2.3617 -1.1907 -6.1575 -0.44
P 1.4784 -2.0985 -5.1698 0.53
O 0.0565 -2.1900 -5.5425 -0.80
O 2.2868 -3.5016 -5.1291 -0.23
C 2.5654 -4.1397 -6.3629 -1.04
O 1.7429 -1.4899 -3.7279 1.16
C 0.9412 -0.4631 -3.1445 -0.63
H 4.2068 -1.7707 -5.2302 0.12
H 3.8819 -0.0271 -5.3383 0.22
H 4.2825 -0.8880 -6.7648 0.31
H 2.1364 -3.6188 -7.2257 0.41
H 2.0839 -5.1182 -6.3481 0.32
H 3.6368 -4.1888 -6.5620 0.22
H 1.4979 0.4734 -3.0571 0.30
H 0.7291 -0.8221 -2.1406 -0.65
H 0.0567 -0.1591 -3.7034 0.60
C 1.2428 6.0680 -3.1211 -0.74
O 2.0171 5.6710 -1.9977 -0.11
P 3.4106 4.9059 -2.2422 0.66
O 4.2713 5.3850 -3.3323 -0.81
O 3.0223 3.3652 -2.2484 -0.05
C 2.0865 2.9082 -1.2580 0.52
O 4.0739 5.0496 -0.7770 -0.15
C 4.2657 6.3926 -0.2916 -0.79
H 1.6798 5.7506 -4.0707 0.35
H 1.1397 7.1535 -3.1737 0.27
H 0.2435 5.6370 -3.0386 0.17
H 1.0895 2.8091 -1.6827 -0.55
H 2.1413 3.5160 -0.3601 0.74
H 2.2832 1.8680 -0.9928 -0.41
H 4.6758 6.9801 -1.1222 0.36
H 5.1058 6.3305 0.3943 0.26
H 3.3375 6.8497 0.0351 0.26
C -0.5986 -4.0977 1.0728 -0.58
O -1.3889 -3.4740 0.0505 0.36
P -1.5299 -4.2088 -1.3576 0.79
O -2.1971 -5.5198 -1.2876 -0.87
O -0.0320 -4.1728 -1.9277 -0.14
C 0.1806 -4.3798 -3.3264 -0.34
O -2.3320 -3.1282 -2.2319 -0.66
C -1.8146 -1.7944 -2.4097 1.04
H -1.3597 -4.5182 1.7374 0.21
H -0.0433 -3.3614 1.6517 -0.11
H 0.0633 -4.8969 0.7410 0.41
H 0.6724 -5.3446 -3.4590 0.31
H 0.8762 -3.6250 -3.6953 -0.22
H -0.7439 -4.3240 -3.8995 0.38
H -2.4269 -1.1165 -1.8132 -1.12
H -1.8906 -1.5482 -3.4623 0.77
H -0.8060 -1.6845 -2.0108 -0.10
C -3.3052 0.2678 4.0470 -0.37
O -1.9807 0.2209 4.5950 0.58
P -1.7282 0.9889 5.9754 0.53
O -2.3559 0.4012 7.1589 -0.79
O -0.1440 1.0314 5.9920 -0.41
C 0.6194 1.7591 5.0499 0.02
O -2.1701 2.4883 5.5986 -0.18
C -2.0886 3.5422 6.5637 -0.77
H -3.1688 -0.0092 2.9966 -0.29
H -3.8660 1.1992 4.0313 0.47
H -3.9231 -0.5439 4.4363 0.26
H 1.4851 2.2389 5.5007 0.41
H 0.0413 2.5233 4.5256 -0.15
H 0.9670 1.1216 4.2334 -0.07
H -1.5912 3.1766 7.4637 0.36
H -3.1031 3.8271 6.8386 0.26
H -1.5502 4.3863 6.1402 0.19
C -0.5559 -2.9549 5.1208 1.65
Cl -2.1379 -3.6097 5.6410 -0.17
Cl 0.4944 -4.2734 4.5544 -0.17
Cl 0.1809 -2.1184 6.4891 -0.11
H -0.6755 -2.2890 4.2757 -1.19
C -0.7856 4.6514 2.4534 1.51
Cl -2.5302 4.6975 2.8587 -0.15
Cl 0.2363 5.2487 3.7874 -0.18
Cl -0.4336 5.4898 0.9334 -0.10
H -0.5361 3.5989 2.3741 -1.26
C -2.0359 2.5006 -2.7537 1.11
Cl -3.2315 3.7547 -3.1952 -0.15
Cl -0.6111 2.6796 -3.7616 -0.10
Cl -2.6608 0.8416 -2.8448 -0.11
H -1.7860 2.5972 -1.7027 -0.76
```

Maximum force ... 2.28 eV Å⁻¹
Energy above the lowest of the compared OMol25 structures with the same formula, charge and spin ... 24.0 kcal per mole
Charge ... -1



A molecular structure, C28H75N6NaO12, computed with ωB97M-V/def2-TZVPD.

Structure (XYZ):
```
122
Properties=species:S:1:pos:R:3:mulliken_charge:R:1
Na 2.8447 -0.7801 3.7959 0.94
C 0.7092 -0.0518 1.3234 -0.43
O 1.3565 -1.2178 1.7645 -0.94
H 1.4125 0.7026 0.9710 0.24
H 0.0224 -0.2562 0.5021 -0.18
H 0.0490 0.3557 2.0891 0.45
C 5.5517 2.5687 -0.2251 -0.67
O 5.6525 1.1841 0.1294 -0.40
C 4.7315 0.3783 -0.7664 0.10
C 5.1209 -1.1027 -0.6666 -0.61
N 6.5199 -1.1393 -1.0672 -0.40
C 6.9842 -2.5024 -0.6381 -0.44
C 8.4747 -2.5875 -0.2933 -0.57
O 8.8894 -1.3718 0.3651 -0.27
C 10.2897 -1.3128 0.5676 -0.76
H 4.6066 2.9829 0.1263 0.22
H 5.6059 2.6487 -1.3108 0.32
H 6.2763 3.2347 0.2435 0.29
H 4.7161 0.6346 -1.8257 0.44
H 3.7094 0.5074 -0.4103 -0.28
H 4.5016 -1.6048 -1.4099 0.23
H 4.9633 -1.5210 0.3276 0.34
H 7.0251 -0.3370 -0.7189 0.39
H 6.8001 -3.2275 -1.4308 0.24
H 6.5037 -2.9834 0.2138 0.25
H 9.1065 -2.7575 -1.1651 0.39
H 8.5563 -3.4307 0.3925 0.34
H 10.7616 -1.0803 -0.3870 0.30
H 10.6507 -2.2755 0.9295 0.31
H 10.4902 -0.5826 1.3517 0.22
C -2.0109 10.2560 5.8269 -0.70
O -0.8153 10.0415 5.1052 -0.34
C 0.1294 9.1364 5.8036 -0.70
C -0.2400 7.5910 5.7175 -0.39
N -0.1051 7.1611 4.2964 -0.21
C -0.4872 5.7903 4.0612 -0.72
C -0.4334 5.5946 2.5636 -0.52
O -0.6236 4.2524 2.2749 -0.21
C -0.7423 3.8524 0.9305 -0.44
H -2.7305 10.8694 5.2847 0.28
H -1.8424 10.8524 6.7236 0.30
H -2.5324 9.3594 6.1622 0.26
H 0.3661 9.4575 6.8180 0.43
H 1.0864 9.3372 5.3220 0.31
H -1.2362 7.4417 6.1339 0.27
H 0.4818 7.0494 6.3288 0.33
H -0.4731 7.7879 3.5951 0.28
H -1.4221 5.4104 4.4732 0.26
H 0.2297 5.1496 4.5747 0.24
H 0.5551 5.8119 2.1587 0.36
H -1.2548 6.1302 2.0878 0.36
H -0.4110 4.4909 0.1115 0.42
H -1.7884 3.5482 0.8954 0.33
H -0.1027 3.0108 0.6646 -0.16
C 0.3497 -0.4476 -5.0401 -0.68
O -0.7864 -0.7424 -4.2403 -0.42
C -0.4774 -1.3864 -3.0257 -0.82
C -1.7018 -1.4983 -2.0978 0.25
N -2.7946 -2.1745 -2.7327 0.13
C -2.6415 -3.6109 -2.8561 -1.07
C -2.3613 -4.3415 -1.4952 0.43
O -2.8044 -5.6617 -1.7028 -0.50
C -2.6876 -6.4447 -0.5049 -0.68
H 0.9612 -1.2825 -5.3824 0.32
H 0.9663 0.3058 -4.5500 0.16
H -0.0017 -0.0691 -6.0000 0.31
H 0.1746 -0.7146 -2.4673 0.40
H 0.0424 -2.3379 -3.1376 0.41
H -2.0245 -0.4866 -1.8521 0.20
H -1.3892 -1.9569 -1.1597 -0.60
H -2.9565 -1.7574 -3.6382 0.27
H -1.8716 -3.7329 -3.6181 0.47
H -3.5658 -4.0124 -3.2716 0.35
H -2.9604 -3.7883 -0.7719 0.19
H -1.2897 -4.3035 -1.2991 0.06
H -3.2295 -5.9912 0.3250 0.31
H -1.6718 -6.5099 -0.1150 0.24
H -2.9858 -7.4690 -0.7287 0.29
C -3.4561 0.4409 1.6788 -0.56
O -4.7286 0.0855 1.1659 -0.46
C -4.7780 -1.2271 0.5323 0.57
C -5.6169 -1.0874 -0.7478 -0.75
N -5.5337 -2.2594 -1.5219 -0.24
C -6.5491 -2.2005 -2.6298 -0.74
C -6.7546 -3.5223 -3.3599 -0.30
O -7.9680 -3.5222 -4.0973 -0.41
C -7.9591 -4.5788 -5.0829 -0.80
H -2.9025 -0.3500 2.1850 0.32
H -3.3830 1.3422 2.2874 0.36
H -2.8252 0.5663 0.7988 0.17
H -5.2247 -2.0081 1.1476 0.26
H -3.7817 -1.6113 0.3139 -0.61
H -5.2817 -0.2305 -1.3323 0.29
H -6.6644 -0.8527 -0.5583 0.45
H -4.5884 -2.3626 -1.8622 0.13
H -6.3268 -1.3989 -3.3343 0.26
H -7.4535 -1.8524 -2.1310 0.45
H -6.8219 -4.4283 -2.7575 0.34
H -5.9716 -3.6506 -4.1072 0.23
H -7.7108 -5.5933 -4.7711 0.30
H -7.5024 -4.2751 -6.0249 0.33
H -8.9469 -4.6573 -5.5368 0.32
C -0.6992 -4.3077 2.2718 0.52
O -1.3243 -5.2834 2.5695 -0.66
N 0.6421 -4.1617 2.1540 -0.34
N -1.2153 -3.1634 1.8560 -0.06
H 1.0832 -3.2672 1.9947 0.14
H 1.1950 -5.0038 2.0812 0.20
H -2.1899 -3.0407 1.6212 0.04
H -0.5831 -2.3766 1.8926 0.12
C 1.9273 2.8505 -1.7437 0.02
O 2.9552 3.5435 -2.3553 -0.52
H 2.2385 2.0634 -1.0568 -0.28
H 1.4881 3.5273 -1.0109 0.14
H 1.2292 2.3752 -2.4328 0.35
H 2.6881 3.8709 -3.2173 0.31
C 1.5994 -3.6522 -0.9375 -0.15
O 2.6316 -2.9745 -0.3042 -0.54
H 1.3806 -4.6157 -0.4771 0.27
H 0.6783 -3.0785 -0.8343 -0.32
H 1.8534 -3.8158 -1.9848 0.44
H 2.3794 -2.2986 0.3291 0.28
```

Maximum force ... 3.55 eV Å⁻¹
Charge ... 0



Number 1: HOMO energy -8.04 eV, E_LUMO 0.06566 Eh. Number 2: HOMO energy -8.06 eV, E_LUMO -0.06355 Eh.